Computed, not measured: C6H14CsO4S as an isolated structure, with the ωB97M-V functional and the def2-TZVPD basis.

Relative energy (zero: lowest compared OMol25 entry of this formula, charge and spin)   168.86 kJ/mol

The geometry in ORCA input format:
```
! wB97M-V def2-TZVPD RIJCOSX def2/J DEFGRID3
* xyz 1 1
Cs -2.84 -1.71 4.70
S 3.50 -2.28 0.39
O 3.57 -3.66 -0.09
O 2.86 -2.04 1.71
O -5.29 0.30 -0.42
O -6.39 1.84 1.85
C 3.68 0.05 -1.08
C 5.14 -1.34 0.26
C 5.15 -0.47 -0.99
C -5.49 2.37 0.86
C -5.62 1.66 -0.51
C 2.70 -1.23 -0.89
H -5.65 3.45 0.76
H -7.27 2.19 1.71
H 1.70 -0.89 -0.63
H 2.59 -1.82 -1.80
H 3.50 0.93 -0.47
H 5.84 0.36 -0.91
H 5.85 -2.15 0.42
H 5.14 -0.78 1.20
H -5.21 -0.24 -1.22
H -6.64 1.75 -0.88
H 3.44 0.41 -2.08
H -4.49 2.16 1.25
H 5.22 -1.05 -1.92
H -4.98 2.18 -1.21
*
```

List of natural (NBO) charges in e, atom by atom: number 1, Cs, carries 1.00; number 2, S, carries 2.07; number 3, O, carries -0.92; number 4, O, carries -0.95; number 5, O, carries -0.75; number 6, O, carries -0.73; number 7, C, carries -0.39; number 8, C, carries -0.61; number 9, C, carries -0.42; number 10, C, carries -0.08; number 11, C, carries -0.08; number 12, C, carries -0.66; number 13, H, carries 0.18; number 14, H, carries 0.47; number 15, H, carries 0.25; number 16, H, carries 0.25; number 17, H, carries 0.22; number 18, H, carries 0.24; number 19, H, carries 0.25; number 20, H, carries 0.24; number 21, H, carries 0.49; number 22, H, carries 0.16; number 23, H, carries 0.22; number 24, H, carries 0.17; number 25, H, carries 0.22; number 26, H, carries 0.16



Computed, not measured: a 2-piece molecular cluster, C6H14F2NO2P overall, with the ωB97M-V functional and the def2-TZVPD basis.

Relative energy (zero: lowest compared OMol25 entry of this formula, charge and spin)   304.02 kJ/mol

The geometry in ORCA input format:
```
! wB97M-V def2-TZVPD RIJCOSX def2/J DEFGRID3
* xyz 0 1
P -0.41 -0.77 1.17
F 2.37 2.11 1.62
F 2.68 1.51 -0.44
O -0.82 -0.77 2.59
O -1.41 -0.06 0.12
N -0.48 -2.29 0.47
C 2.62 1.06 0.83
C -1.80 2.13 1.15
C -1.68 1.35 -0.17
C 1.41 -2.43 -1.21
C -0.11 -2.45 -0.91
C -0.65 1.82 -1.09
H -0.67 2.83 -0.99
H 1.90 -3.15 -0.50
H 1.74 -2.71 -2.27
H -0.80 2.10 1.67
H -2.80 1.28 -0.50
H -2.50 1.63 1.83
H -0.51 -3.44 -1.19
H -1.98 3.17 1.22
H 1.77 -1.47 -0.84
H 0.26 1.33 -0.89
H 3.57 0.45 0.98
H -0.83 1.48 -2.09
H -0.19 -3.01 1.15
H -0.66 -1.72 -1.69
*
```

List of natural (NBO) charges in e, atom by atom: number 1, P, carries 1.90; number 2, F, carries -0.33; number 3, F, carries -0.35; number 4, O, carries -1.05; number 5, O, carries -0.84; number 6, N, carries -0.96; number 7, C, carries 0.54; number 8, C, carries -0.66; number 9, C, carries 0.13; number 10, C, carries -0.63; number 11, C, carries -0.23; number 12, C, carries -0.64; number 13, H, carries 0.22; number 14, H, carries 0.20; number 15, H, carries 0.23; number 16, H, carries 0.21; number 17, H, carries 0.20; number 18, H, carries 0.23; number 19, H, carries 0.20; number 20, H, carries 0.23; number 21, H, carries 0.20; number 22, H, carries 0.23; number 23, H, carries 0.13; number 24, H, carries 0.22; number 25, H, carries 0.41; number 26, H, carries 0.22



Computed, not measured: a 3-piece molecular cluster, C6H14IN2O2 overall, with the ωB97M-V functional and the def2-TZVPD basis.

Relative energy (zero: lowest compared OMol25 entry of this formula, charge and spin)   16.05 kJ/mol

The geometry in ORCA input format:
```
! wB97M-V def2-TZVPD RIJCOSX def2/J DEFGRID3
* xyz -1 1
I 1.01 0.84 2.56
O 0.47 -4.38 0.07
O -2.22 3.35 -1.45
N 0.49 -2.14 0.40
N -0.53 2.17 -0.51
C 1.09 -3.35 0.35
C 0.08 1.75 -1.75
C -1.61 2.97 -0.46
C -1.94 3.44 0.97
C -0.74 -1.86 -0.28
C 2.57 -3.37 0.66
H 3.05 -4.27 0.29
H -1.71 2.65 1.68
H 0.64 0.84 -1.54
H -0.01 1.93 0.33
H -0.61 -1.98 -1.36
H -1.06 -0.84 -0.04
H -1.57 -2.52 -0.03
H -1.47 4.40 1.18
H -3.01 3.70 0.92
H 3.10 -2.54 0.18
H 2.81 -3.38 1.72
H 0.75 2.52 -2.15
H 1.07 -1.39 0.77
H -0.65 1.47 -2.51
*
```

List of natural (NBO) charges in e, atom by atom: number 1, I, carries -0.94; number 2, O, carries -0.66; number 3, O, carries -0.67; number 4, N, carries -0.62; number 5, N, carries -0.64; number 6, C, carries 0.67; number 7, C, carries -0.41; number 8, C, carries 0.68; number 9, C, carries -0.72; number 10, C, carries -0.41; number 11, C, carries -0.71; number 12, H, carries 0.22; number 13, H, carries 0.25; number 14, H, carries 0.20; number 15, H, carries 0.44; number 16, H, carries 0.18; number 17, H, carries 0.22; number 18, H, carries 0.20; number 19, H, carries 0.22; number 20, H, carries 0.22; number 21, H, carries 0.22; number 22, H, carries 0.24; number 23, H, carries 0.18; number 24, H, carries 0.43; number 25, H, carries 0.21



Computed, not measured: C6H14InN2O2 as an isolated structure, with the ωB97M-V functional and the def2-TZVPD basis.

Relative energy (zero: lowest compared OMol25 entry of this formula, charge and spin)   0.00 kJ/mol

The geometry in ORCA input format:
```
! wB97M-V def2-TZVPD RIJCOSX def2/J DEFGRID3
* xyz 4 2
In 1.32 28.00 -7.92
O 0.85 25.32 -9.18
O 3.03 30.43 -8.13
N 4.92 31.71 -8.13
N 1.22 24.92 -11.25
C 3.83 31.18 -8.70
C 3.47 31.49 -10.11
C 5.11 31.48 -6.77
C 1.24 24.10 -12.38
C 0.77 24.51 -10.08
C 0.40 23.13 -9.69
H 5.69 32.35 -6.45
H 5.69 30.61 -6.48
H 0.23 23.92 -12.74
H 1.08 22.71 -8.95
H -0.53 23.14 -9.13
H 5.47 32.43 -8.56
H 2.95 30.64 -10.54
H 1.44 25.87 -11.51
H 4.09 31.56 -6.39
H 1.60 23.07 -12.30
H 2.75 32.29 -9.99
H 0.27 22.46 -10.54
H 4.25 31.78 -10.81
H 1.77 24.65 -13.16
*
```

List of natural (NBO) charges in e, atom by atom: number 1, In, carries 1.25; number 2, O, carries -0.43; number 3, O, carries -0.33; number 4, N, carries -0.04; number 5, N, carries -0.20; number 6, C, carries 0.61; number 7, C, carries -0.73; number 8, C, carries -0.47; number 9, C, carries -0.49; number 10, C, carries 0.66; number 11, C, carries -0.73; number 12, H, carries 0.35; number 13, H, carries 0.43; number 14, H, carries 0.37; number 15, H, carries 0.32; number 16, H, carries 0.32; number 17, H, carries 0.51; number 18, H, carries 0.27; number 19, H, carries 0.45; number 20, H, carries 0.35; number 21, H, carries 0.34; number 22, H, carries 0.32; number 23, H, carries 0.28; number 24, H, carries 0.31; number 25, H, carries 0.29



Computed, not measured: C6H14MnO3 as an isolated structure, with the ωB97M-V functional and the def2-TZVPD basis.

Relative energy (zero: lowest compared OMol25 entry of this formula, charge and spin)   140.12 kJ/mol

The geometry in ORCA input format:
```
! wB97M-V def2-TZVPD RIJCOSX def2/J DEFGRID3
* xyz 2 6
Mn 1.21 1.34 -0.95
O 1.95 0.69 0.67
O -0.47 1.61 0.03
O -1.00 -0.34 -1.88
C -0.58 -1.54 -1.88
C -0.16 1.71 1.44
C -2.07 0.06 -0.96
C -1.80 1.45 -0.43
C 2.29 -1.87 0.18
C 1.01 0.78 1.71
H -2.99 0.05 -1.55
H 1.23 -1.89 -0.52
H 1.47 1.06 2.67
H -1.91 2.17 -1.25
H 2.99 -2.03 -0.66
H 0.57 -0.23 1.81
H -1.03 1.43 2.05
H 2.97 -1.35 0.87
H 0.07 2.76 1.64
H -2.48 1.65 0.40
H 2.00 -2.72 0.81
H -1.10 -2.28 -1.25
H -2.12 -0.68 -0.15
H -0.04 -1.83 -2.79
*
```

List of natural (NBO) charges in e, atom by atom: number 1, Mn, carries 1.62; number 2, O, carries -0.90; number 3, O, carries -0.66; number 4, O, carries -0.39; number 5, C, carries 0.36; number 6, C, carries -0.11; number 7, C, carries -0.12; number 8, C, carries -0.10; number 9, C, carries -0.80; number 10, C, carries -0.11; number 11, H, carries 0.27; number 12, H, carries 0.12; number 13, H, carries 0.23; number 14, H, carries 0.23; number 15, H, carries 0.24; number 16, H, carries 0.16; number 17, H, carries 0.22; number 18, H, carries 0.30; number 19, H, carries 0.22; number 20, H, carries 0.26; number 21, H, carries 0.25; number 22, H, carries 0.24; number 23, H, carries 0.23; number 24, H, carries 0.25



Computed, not measured: a single C6H14N2 molecule, with the ωB97M-V functional and the def2-TZVPD basis.

Relative energy (zero: lowest compared OMol25 entry of this formula, charge and spin)   140.60 kJ/mol
SMILES   CC(=C(N)N)C(C)C

The geometry in ORCA input format:
```
! wB97M-V def2-TZVPD RIJCOSX def2/J DEFGRID3
* xyz 0 1
N -0.40 1.86 -0.19
N -2.51 0.84 -0.11
C 1.66 0.09 1.38
C -1.35 -1.75 0.10
C -1.13 0.73 0.06
C 1.70 0.09 -1.30
C 0.94 -0.60 0.22
C -0.52 -0.49 0.20
H -3.05 0.09 0.30
H -2.05 -1.84 0.94
H 1.24 -1.65 0.19
H 2.02 1.12 -1.41
H 1.38 1.13 1.47
H 2.63 -0.47 -1.27
H -0.70 -2.63 0.12
H 0.55 1.59 -0.64
H -2.88 1.76 0.08
H -1.94 -1.78 -0.82
H 1.15 -0.26 -2.17
H 2.74 0.02 1.24
H 1.41 -0.42 2.31
H -0.89 2.58 -0.70
*
```

List of natural (NBO) charges in e, atom by atom: number 1, N, carries -0.85; number 2, N, carries -0.83; number 3, C, carries -0.62; number 4, C, carries -0.62; number 5, C, carries 0.39; number 6, C, carries -0.69; number 7, C, carries -0.15; number 8, C, carries -0.24; number 9, H, carries 0.39; number 10, H, carries 0.20; number 11, H, carries 0.21; number 12, H, carries 0.20; number 13, H, carries 0.22; number 14, H, carries 0.21; number 15, H, carries 0.21; number 16, H, carries 0.41; number 17, H, carries 0.37; number 18, H, carries 0.20; number 19, H, carries 0.21; number 20, H, carries 0.20; number 21, H, carries 0.21; number 22, H, carries 0.37



Computed, not measured: a 2-piece molecular cluster, C6H14N2 overall, with the ωB97M-V functional and the def2-TZVPD basis.

Relative energy (zero: lowest compared OMol25 entry of this formula, charge and spin)   63.01 kJ/mol

The geometry in ORCA input format:
```
! wB97M-V def2-TZVPD RIJCOSX def2/J DEFGRID3
* xyz 1 2
N 2.16 1.96 2.48
N -0.17 -0.76 1.96
C -1.76 1.02 -1.03
C 0.07 -2.08 -2.52
C 1.58 0.88 1.84
C 0.46 0.31 2.43
C -0.97 -1.15 -1.97
C -0.71 0.08 -1.54
H -2.01 -1.47 -2.03
H -0.09 -2.26 -3.58
H -0.44 -0.70 0.98
H -1.76 1.98 -1.56
H 2.01 0.50 0.91
H -1.65 1.27 0.03
H 0.30 0.48 -1.63
H 0.07 -3.03 -2.00
H -0.97 -1.02 2.54
H 2.94 1.71 3.08
H 1.06 -1.62 -2.42
H 0.17 0.69 3.40
H -2.76 0.60 -1.15
H 2.49 2.63 1.79
*
```

List of natural (NBO) charges in e, atom by atom: number 1, N, carries -0.78; number 2, N, carries -0.62; number 3, C, carries -0.64; number 4, C, carries -0.65; number 5, C, carries 0.13; number 6, C, carries 0.11; number 7, C, carries -0.15; number 8, C, carries -0.25; number 9, H, carries 0.20; number 10, H, carries 0.24; number 11, H, carries 0.44; number 12, H, carries 0.23; number 13, H, carries 0.22; number 14, H, carries 0.18; number 15, H, carries 0.19; number 16, H, carries 0.22; number 17, H, carries 0.42; number 18, H, carries 0.43; number 19, H, carries 0.21; number 20, H, carries 0.24; number 21, H, carries 0.23; number 22, H, carries 0.41



Computed, not measured: a 2-piece molecular cluster, C6H14N2O overall, with the ωB97M-V functional and the def2-TZVPD basis.

Relative energy (zero: lowest compared OMol25 entry of this formula, charge and spin)   196.48 kJ/mol
SMILES   [H]/N=C(\C)C(=C)O.CCN

The geometry in ORCA input format:
```
! wB97M-V def2-TZVPD RIJCOSX def2/J DEFGRID3
* xyz 0 1
O 1.64 2.65 0.86
N -1.25 0.96 -0.25
N -1.00 -3.40 -1.28
C -0.90 2.43 1.69
C 0.39 -2.03 0.29
C 1.37 1.36 -1.12
C 0.89 1.89 0.00
C -0.24 -2.18 -1.10
C -0.51 1.70 0.44
H 0.93 -1.09 0.36
H -0.37 -2.05 1.06
H 0.72 0.77 -1.74
H -2.21 0.88 0.09
H 0.55 -2.17 -1.86
H 1.10 -2.84 0.48
H -1.76 -3.44 -0.61
H -0.61 3.49 1.61
H -0.36 2.02 2.54
H 2.53 2.74 0.50
H -1.97 2.35 1.87
H -0.90 -1.33 -1.27
H -0.41 -4.21 -1.13
H 2.39 1.50 -1.43
*
```

List of natural (NBO) charges in e, atom by atom: number 1, O, carries -0.68; number 2, N, carries -0.62; number 3, N, carries -0.83; number 4, C, carries -0.68; number 5, C, carries -0.63; number 6, C, carries -0.47; number 7, C, carries 0.24; number 8, C, carries -0.22; number 9, C, carries 0.26; number 10, H, carries 0.21; number 11, H, carries 0.19; number 12, H, carries 0.24; number 13, H, carries 0.34; number 14, H, carries 0.18; number 15, H, carries 0.19; number 16, H, carries 0.34; number 17, H, carries 0.24; number 18, H, carries 0.24; number 19, H, carries 0.49; number 20, H, carries 0.22; number 21, H, carries 0.21; number 22, H, carries 0.34; number 23, H, carries 0.19



Computed, not measured: C6H14N2O as an isolated structure, with the ωB97M-V functional and the def2-TZVPD basis.

Relative energy (zero: lowest compared OMol25 entry of this formula, charge and spin)   335.97 kJ/mol

The geometry in ORCA input format:
```
! wB97M-V def2-TZVPD RIJCOSX def2/J DEFGRID3
* xyz 0 1
O -1.62 -1.09 1.01
N 0.87 -1.98 0.15
N -0.74 0.86 -0.41
C -0.79 0.79 2.23
C 1.60 0.21 -1.67
C -0.83 -0.14 1.03
C 0.90 -0.64 0.68
C -1.47 0.22 -1.50
C 1.10 0.44 -0.27
H -1.79 1.21 2.37
H -0.08 1.62 2.10
H 1.40 1.06 -2.32
H -0.08 -2.35 0.17
H 1.44 -2.62 0.71
H 1.19 -0.70 -2.10
H -1.04 -0.75 -1.72
H -1.44 0.86 -2.38
H 1.45 1.37 0.17
H 2.69 0.07 -1.62
H -1.15 1.76 -0.15
H -0.52 0.23 3.12
H 1.42 -0.51 1.63
H -2.52 0.06 -1.23
*
```

List of natural (NBO) charges in e, atom by atom: number 1, O, carries -0.74; number 2, N, carries -0.87; number 3, N, carries -0.58; number 4, C, carries -0.70; number 5, C, carries -0.67; number 6, C, carries 0.60; number 7, C, carries -0.25; number 8, C, carries -0.43; number 9, C, carries 0.11; number 10, H, carries 0.22; number 11, H, carries 0.20; number 12, H, carries 0.22; number 13, H, carries 0.39; number 14, H, carries 0.36; number 15, H, carries 0.24; number 16, H, carries 0.22; number 17, H, carries 0.19; number 18, H, carries 0.21; number 19, H, carries 0.24; number 20, H, carries 0.38; number 21, H, carries 0.23; number 22, H, carries 0.20; number 23, H, carries 0.22



Computed, not measured: C6H14N2O as an isolated structure, with the ωB97M-V functional and the def2-TZVPD basis.

Relative energy (zero: lowest compared OMol25 entry of this formula, charge and spin)   507.53 kJ/mol

The geometry in ORCA input format:
```
! wB97M-V def2-TZVPD RIJCOSX def2/J DEFGRID3
* xyz 0 1
O 2.38 -0.09 0.31
N 1.49 -2.17 0.91
N -1.09 -1.00 1.16
C 0.10 -0.15 -1.81
C -0.01 -0.12 0.93
C -0.07 1.18 1.59
C 1.29 -0.81 0.75
C -0.17 0.91 -0.77
C -1.56 1.48 -0.88
H 0.61 1.65 -0.73
H -0.18 0.23 -2.80
H -1.37 -1.57 0.37
H -2.30 0.81 -0.44
H 3.18 -0.45 0.73
H -1.83 1.59 -1.94
H -1.88 -0.56 1.61
H 0.75 -2.63 1.43
H -0.99 1.74 1.58
H 0.84 1.72 1.79
H 1.78 -2.70 0.09
H -1.65 2.46 -0.42
H 1.16 -0.43 -1.84
H -0.48 -1.06 -1.64
*
```

List of natural (NBO) charges in e, atom by atom: number 1, O, carries -0.71; number 2, N, carries -0.85; number 3, N, carries -0.84; number 4, C, carries -0.64; number 5, C, carries 0.06; number 6, C, carries -0.44; number 7, C, carries 0.39; number 8, C, carries -0.14; number 9, C, carries -0.65; number 10, H, carries 0.21; number 11, H, carries 0.21; number 12, H, carries 0.37; number 13, H, carries 0.20; number 14, H, carries 0.49; number 15, H, carries 0.21; number 16, H, carries 0.38; number 17, H, carries 0.40; number 18, H, carries 0.18; number 19, H, carries 0.20; number 20, H, carries 0.37; number 21, H, carries 0.22; number 22, H, carries 0.22; number 23, H, carries 0.19



What did we get for max |F|? Answer: 0.0460 0.0729 0.0282 0.1170 0.0595 0.0677 0.0359 0.0180 0.0445 0.0449 hartree/bohr, in the order shown.